The following is a DFT calculation (ωB97M-V with the def2-TZVPD basis set) of a molecular structure, C24H49AlN9PS3.

HOMO ... -18.44 eV
Total charge ... +4
Calculated total energy ... -3213.831723 a.u.
Orbital gap ... 8.56 eV
Maximum force ... 1.0 eV/A

Each line ends with the Löwdin charge.
Positions of all 87 atoms, in Å:
Al1 0.062 0.124 -0.735  0.046
C1 3.058 0.977 -1.707  -0.417
C2 2.678 2.214 -0.905  -0.377
S1 1.177 2.067 0.144  0.980
C3 0.206 3.499 -0.417  -0.426
C4 -0.317 3.464 -1.850  -0.410
S2 -1.052 1.874 -2.347  0.969
C5 -0.247 1.581 -3.944  -0.435
C6 1.266 1.446 -3.872  -0.412
S3 1.725 0.192 -2.646  1.012
H1 3.849 1.242 -2.411  0.121
H2 3.454 0.193 -1.062  0.073
H3 3.489 2.472 -0.224  0.110
H4 2.507 3.076 -1.548  0.093
H5 -0.590 3.599 0.316  0.077
H6 0.863 4.359 -0.277  0.117
H7 -1.082 4.234 -1.952  0.113
H8 0.468 3.711 -2.562  0.088
H9 -0.711 0.670 -4.327  0.102
H10 -0.534 2.389 -4.617  0.117
H11 1.651 1.118 -4.838  0.113
H12 1.759 2.386 -3.629  0.088
C7 -4.138 -2.597 -1.313  0.007
N1 -3.960 -1.206 -0.862  -0.038
C8 -5.210 -0.510 -0.500  -0.068
C9 -4.738 0.873 -0.082  -0.068
N2 -3.295 0.669 0.073  -0.075
C10 -2.502 1.777 0.520  -0.075
C11 -2.890 -0.478 -0.519  -0.294
N3 -1.585 -0.785 -0.705  0.032
C12 -1.265 -2.222 -0.923  -0.150
C13 0.210 -2.382 -1.246  -0.194
N4 0.975 -1.497 -0.344  0.005
C14 2.238 -1.828 -0.001  -0.336
N5 3.064 -2.670 -0.623  -0.042
C15 2.908 -3.417 -1.875  0.013
C16 4.337 -2.815 0.109  -0.054
C17 4.204 -1.810 1.255  -0.063
N6 2.848 -1.273 1.066  -0.084
C18 2.215 -0.591 2.171  -0.048
H13 -5.207 -2.791 -1.297  0.109
H14 -3.663 -3.312 -0.649  0.098
H15 -3.806 -2.737 -2.339  0.106
H16 -5.715 -1.054 0.300  0.142
H17 -5.871 -0.478 -1.364  0.146
H18 -5.175 1.207 0.858  0.137
H19 -4.934 1.633 -0.842  0.144
H20 -2.989 2.225 1.388  0.116
H21 -2.421 2.554 -0.242  0.067
H22 -1.521 1.438 0.862  0.025
H23 -1.826 -2.639 -1.750  0.112
H24 -1.490 -2.783 -0.013  0.137
H25 0.381 -2.129 -2.299  0.095
H26 0.473 -3.427 -1.115  0.135
H27 2.528 -2.783 -2.673  0.081
H28 2.285 -4.299 -1.753  0.105
H29 3.898 -3.756 -2.169  0.113
H30 5.165 -2.582 -0.559  0.140
H31 4.453 -3.842 0.454  0.146
H32 4.942 -1.009 1.215  0.136
H33 4.277 -2.291 2.231  0.140
H34 2.863 0.212 2.523  0.112
H35 2.052 -1.285 3.002  0.097
H36 1.258 -0.171 1.880  0.002
C19 -1.687 0.512 6.843  -0.086
N7 -2.789 -0.068 5.928  -0.064
C20 -2.669 -1.602 5.959  -0.092
N8 -1.363 -2.004 5.575  -0.142
C21 -0.361 -1.413 6.463  -0.129
N9 -0.414 0.047 6.427  -0.141
C22 0.022 0.603 5.150  -0.307
P1 -1.035 0.047 3.713  1.028
C23 -2.669 0.463 4.530  -0.269
C24 -1.069 -1.765 4.165  -0.317
H37 -1.921 0.170 7.851  0.158
H38 -1.766 1.597 6.793  0.152
H39 -3.699 0.197 6.311  0.191
H40 -3.433 -1.999 5.291  0.149
H41 -2.884 -1.904 6.984  0.157
H42 0.631 -1.749 6.167  0.143
H43 -0.546 -1.751 7.483  0.152
H44 1.056 0.304 4.975  0.090
H45 0.014 1.694 5.204  0.102
H46 -3.495 0.056 3.945  0.096
H47 -2.788 1.547 4.580  0.102
H48 -0.096 -2.205 3.940  0.085
H49 -1.803 -2.284 3.543  0.094